No. 1
9
Properties=species:S:1:pos:R:3:forces:R:3 method="wB97M-V/def2-TZVPD" energy_ha=-316.2186 fmax_ev_per_a=4.74 orbital_gap_ev=8.485
C 1.610726 0.950435 0.219663 2.35 -3.26 -2.52
C 0.720332 0.066037 -0.155871 -3.92 1.15 1.50
C -2.176298 -0.511673 0.287601 -0.88 1.83 -1.13
F 1.128667 -1.027400 -0.718086 0.31 -1.92 -1.36
F -2.868836 -0.467377 -0.864695 0.81 -0.55 1.28
H 2.668834 0.717186 -0.098820 -1.19 0.10 0.42
H 1.544027 1.759416 0.781372 -1.09 3.56 2.20
H -2.016758 -1.548614 0.519987 -0.08 -1.39 -0.20
H -0.610692 0.061988 0.028846 3.68 0.47 -0.19

No. 2
10
Properties=species:S:1:pos:R:3:forces:R:3 method="wB97M-V/def2-TZVPD" energy_ha=-391.6278 fmax_ev_per_a=2.31 orbital_gap_ev=11.916
F 1.268998 -0.190751 1.510587 0.31 -0.39 0.16
C 0.154223 0.127658 0.827534 -0.61 1.57 -0.30
F -0.777430 -0.826884 0.982772 -0.26 -0.56 0.52
C 0.412742 0.336464 -0.633379 -1.53 0.03 -0.47
C -0.367512 -0.358835 -1.674996 1.05 2.02 0.20
O -0.712428 1.031765 -1.225503 1.03 -1.88 -0.85
H -0.253292 1.094563 1.214281 0.27 -0.76 0.10
H 1.352712 0.776374 -0.861075 0.81 0.18 -0.24
H -1.096622 -1.070201 -1.445182 -0.97 -0.89 0.73
H 0.075789 -0.527859 -2.659177 -0.10 0.68 0.15

No. 3
10
Properties=species:S:1:pos:R:3:forces:R:3 method="wB97M-V/def2-TZVPD" energy_ha=-605.8785 fmax_ev_per_a=2.69 orbital_gap_ev=8.706
C 2.793138 0.245603 -0.174205 1.23 -0.72 0.76
Si 1.200500 -0.187638 0.324558 -0.56 0.11 -0.33
F 0.128613 -1.445949 0.467772 2.35 1.27 -0.24
F 0.153414 1.004733 0.380342 0.13 0.13 0.03
H 3.254660 1.251803 -0.193993 -1.62 0.05 0.08
H 3.748653 -0.295920 -0.012277 -1.23 -0.82 -0.29
C -2.546430 -0.036185 0.304884 1.33 0.53 0.78
C -3.068691 -0.366068 -0.715298 -0.49 0.27 0.51
H -1.871606 0.329439 1.069924 -0.74 -0.40 -0.35
H -3.792248 -0.499817 -1.451706 -0.40 -0.42 -0.96

No. 4
11
Properties=species:S:1:pos:R:3:forces:R:3 method="wB97M-V/def2-TZVPD" energy_ha=-470.9851 fmax_ev_per_a=9.34 orbital_gap_ev=10.484
C -1.311422 -0.124078 -1.412806 0.30 1.29 -3.50
N -0.503699 0.653632 -0.546716 4.23 -3.95 7.33
C 0.211939 -0.171714 0.420464 -3.56 3.29 -5.55
F 0.128283 -1.538317 0.338615 0.24 1.85 0.58
C 1.294640 0.414377 1.332429 -2.18 0.53 0.74
F 0.975647 0.211599 2.673790 0.10 -0.19 -0.85
F 2.421282 -0.239950 1.095825 0.87 0.15 -0.13
H -2.347622 -0.321523 -1.138628 0.19 -0.12 0.61
H -0.729521 -1.044479 -1.643468 -1.06 0.39 -0.49
H -1.436298 0.630925 -2.350505 0.32 -2.23 1.67
H 1.296772 1.529528 1.231001 0.55 -1.02 -0.41

No. 5
11
Properties=species:S:1:pos:R:3:forces:R:3 method="wB97M-V/def2-TZVPD" multiplicity=3 energy_ha=-470.8173 fmax_ev_per_a=5.26 orbital_gap_ev="6.602 / 8.998"
C -0.421236 0.126664 0.231668 2.80 2.51 0.51
C 1.558044 1.429949 -0.053555 0.82 0.34 -0.22
C -1.425759 -1.695803 -0.153259 -2.69 -4.40 -1.03
N 0.702077 0.285010 -0.201087 -1.18 0.06 0.50
F -1.276569 0.882193 0.927045 -0.07 0.78 0.21
F -1.147518 -2.042889 -1.402812 0.14 0.09 -0.27
F -0.902069 -2.571772 0.696822 0.27 0.21 0.22
H 2.330591 1.166224 0.672069 0.01 0.15 -0.10
H 1.032792 2.327174 0.280854 -0.06 -0.08 -0.03
H 2.034232 1.602557 -1.019446 0.07 0.20 0.17
H -2.484585 -1.509307 0.021700 -0.11 0.13 0.04

No. 6
12
Properties=species:S:1:pos:R:3:forces:R:3 method="wB97M-V/def2-TZVPD" total_charge=+1 energy_ha=-525.3305 fmax_ev_per_a=1.94 orbital_gap_ev=3.997
C 0.576947 -0.753854 -3.195339 0.21 -1.61 -0.86
C -0.542209 0.847379 0.985038 0.07 -0.62 -1.83
C 0.080590 -0.510469 1.245945 -0.32 0.41 1.04
N 0.399353 0.061359 -2.348791 -0.28 1.33 0.79
N -0.796982 1.633033 1.938401 -0.01 0.29 1.08
F -0.857080 -1.325035 1.734645 -0.22 -0.10 -0.06
F 0.568871 -1.065682 0.143343 0.21 -0.08 -0.38
F 1.069900 -0.437367 2.143511 0.32 0.02 0.08
H 0.682562 -0.577614 -4.276817 0.00 0.68 -0.18
H 0.657690 -1.845388 -3.043556 -0.07 -0.16 0.55
H -0.584536 1.451676 2.931336 -0.04 0.02 -0.30
H -1.255107 2.521962 1.742283 0.13 -0.16 0.09